1.
Entry from the Open Molecules 2025 dataset: C15H29F2InNO20P3S2 as an isolated structure in a non-equilibrium geometry (ωB97M-V/def2-TZVPD).

- F_max (hartree/bohr) = 0.0596
- 2S+1 = 1
- energy (eV) = -118613.1393
- orbital gap (eV) = 3.7

Last column: Mulliken charge in e.
Geometry (Å):
In (12.994, 5.591, -2.607)  1.360
N (14.954, 7.249, -4.035)  -0.037
S (15.930, 8.371, -3.439)  0.851
O (15.466, 9.708, -3.668)  -0.653
O (17.331, 8.129, -3.411)  -0.580
F (15.528, 8.131, -1.893)  -0.121
S (15.296, 7.345, -5.635)  0.913
O (16.655, 7.144, -5.962)  -0.611
O (14.539, 8.308, -6.345)  -0.622
F (14.633, 5.961, -6.047)  -0.202
C (11.560, 1.053, -0.601)  -0.280
C (11.662, 2.355, -1.249)  0.335
C (10.575, 2.722, -2.247)  0.400
O (10.713, 3.695, -2.953)  -0.390
C (9.450, 1.821, -2.348)  -0.310
C (9.343, 0.543, -1.683)  0.323
C (10.477, 0.128, -0.806)  0.295
O (10.528, -0.973, -0.312)  -0.486
O (8.324, -0.087, -1.755)  -0.491
O (12.572, 3.117, -0.993)  -0.355
H (12.434, 0.741, -0.041)  0.494
H (8.565, 2.158, -2.875)  0.533
C (10.055, 9.806, 0.609)  -0.797
O (10.914, 8.863, -0.021)  -0.307
P (12.175, 9.319, -0.842)  0.227
O (12.778, 8.245, -1.617)  0.218
O (11.658, 10.522, -1.718)  -0.396
C (12.242, 10.770, -3.027)  -0.318
O (13.058, 9.966, 0.292)  -0.367
C (14.363, 10.464, -0.010)  -0.375
H (10.195, 10.823, 0.236)  0.328
H (10.169, 9.799, 1.690)  0.251
H (9.024, 9.570, 0.341)  0.240
H (13.085, 10.119, -3.242)  0.007
H (12.546, 11.813, -3.020)  0.267
H (11.477, 10.614, -3.784)  0.254
H (15.054, 10.200, 0.786)  0.201
H (14.347, 11.553, -0.090)  0.299
H (14.743, 10.070, -0.953)  0.044
C (12.998, 3.738, -8.573)  -0.875
O (12.878, 4.113, -7.202)  -0.089
P (11.717, 5.070, -6.690)  0.332
O (12.020, 5.554, -5.348)  0.066
O (11.461, 6.089, -7.828)  -0.342
C (12.463, 7.091, -8.094)  -0.611
O (10.396, 4.209, -6.813)  -0.390
C (10.359, 2.873, -6.303)  -0.632
H (12.227, 4.176, -9.206)  0.393
H (12.883, 2.657, -8.672)  0.276
H (13.993, 4.026, -8.903)  0.272
H (12.295, 7.553, -9.062)  0.347
H (13.469, 6.671, -8.082)  0.196
H (12.414, 7.851, -7.316)  0.275
H (10.263, 2.202, -7.153)  0.296
H (9.478, 2.761, -5.671)  0.218
H (11.228, 2.653, -5.684)  0.263
C (16.489, 4.719, 2.981)  -0.765
O (15.681, 4.649, 1.817)  -0.332
P (14.759, 5.848, 1.387)  0.413
O (14.152, 5.627, 0.083)  -0.087
O (13.791, 6.003, 2.610)  -0.356
C (12.880, 7.111, 2.689)  -0.361
O (15.663, 7.140, 1.508)  -0.201
C (16.900, 7.213, 0.784)  -0.795
H (17.539, 4.618, 2.718)  0.288
H (16.186, 3.920, 3.658)  0.272
H (16.350, 5.644, 3.545)  0.325
H (13.134, 7.719, 3.556)  0.287
H (11.889, 6.711, 2.910)  0.275
H (12.855, 7.684, 1.770)  -0.008
H (17.708, 6.870, 1.439)  0.267
H (17.065, 8.234, 0.474)  0.276
H (16.916, 6.536, -0.068)  0.370


2.
Entry from the Open Molecules 2025 dataset: C15H29FeN2O as an isolated structure in a non-equilibrium geometry (ωB97M-V/def2-TZVPD).

- charge = +2
- F_max (hartree/bohr) = 0.0485
- 2S+1 = 6
- ⟨S²⟩ = 8.769
- energy (eV) = -55424.6594
- orbital gap (alpha / beta) (eV) = 8.6 / 6.8

Last column: Löwdin spin population.
Geometry (Å):
C (0.684, -3.794, 1.054)  0.002
H (0.774, -4.453, 1.928)  0.001
H (0.929, -4.434, 0.203)  0.000
H (-0.398, -3.604, 0.920)  0.000
C (1.537, -2.514, 1.081)  0.015
H (1.195, -1.878, 0.249)  0.010
H (1.311, -1.841, 1.924)  0.001
C (3.080, -2.675, 1.050)  0.002
H (3.607, -1.790, 1.462)  0.000
H (3.415, -3.536, 1.648)  0.001
H (3.516, -2.892, 0.063)  0.000
C (-0.632, 1.878, -1.520)  0.159
C (0.799, 1.620, -1.661)  0.207
C (0.938, 0.284, -2.204)  0.100
C (-0.364, -0.249, -2.427)  0.238
C (-1.331, 0.685, -1.953)  0.161
C (-2.794, 0.455, -1.942)  0.020
C (-0.652, -1.570, -3.033)  0.043
C (2.190, -0.450, -2.502)  0.011
C (1.898, 2.412, -1.073)  0.055
C (-1.266, 3.022, -0.837)  0.021
Fe (-0.043, 0.405, 0.016)  3.738
H (-1.635, -1.943, -2.732)  0.003
H (-0.647, -1.574, -4.134)  0.018
H (0.106, -2.298, -2.724)  0.007
H (-3.009, -0.617, -1.968)  0.000
H (-3.263, 0.876, -1.049)  0.003
H (-3.287, 0.904, -2.814)  0.009
H (-0.602, 3.470, -0.086)  0.002
H (-1.525, 3.796, -1.569)  0.009
H (-2.196, 2.726, -0.329)  0.002
H (2.787, 1.779, -0.955)  0.001
H (2.188, 3.272, -1.684)  0.020
H (1.627, 2.802, -0.079)  0.012
H (2.047, -1.523, -2.327)  0.001
H (2.525, -0.361, -3.544)  0.005
H (3.016, -0.106, -1.878)  0.001
C (-1.558, 2.926, 3.404)  0.001
N (-1.801, 1.491, 3.576)  0.010
C (-1.317, 0.575, 2.725)  0.016
N (-1.436, -0.733, 3.097)  0.006
O (-0.744, 0.902, 1.639)  0.089
H (-1.094, 3.137, 2.437)  0.000
H (-0.912, 3.296, 4.201)  0.000
H (-2.492, 3.482, 3.464)  0.000
H (-2.193, 1.133, 4.450)  0.000
H (-1.040, -1.455, 2.507)  0.001
H (-1.935, -1.036, 3.927)  0.000


3.
Entry from the Open Molecules 2025 dataset: one molecule with the formula C15H29N3O3 in a non-equilibrium geometry (ωB97M-V/def2-TZVPD).

- F_max (hartree/bohr) = 0.1058
- 2S+1 = 1
- SMILES string = NCCCCCC(=O)N1CCC[C@@H](CNCCC(=O)O)C1
- energy (eV) = -26636.2810
- orbital gap (eV) = 9.1

Last column: natural (NBO) charge in e.
Geometry (Å):
O (-2.496, 4.636, -2.141)  -0.617
O (-1.009, -4.396, 1.000)  -0.625
O (-0.675, 5.804, -1.580)  -0.670
C (-1.401, 4.650, -1.583)  0.776
C (-1.039, -3.196, 0.679)  0.689
N (0.911, 1.988, 1.413)  -0.857
N (0.310, 1.408, -1.314)  -0.686
N (0.032, -2.812, -0.209)  -0.469
C (-0.955, 3.337, -0.992)  -0.506
C (-2.019, -2.287, 1.367)  -0.494
C (0.071, 2.742, -1.915)  -0.201
C (-0.308, 1.867, 2.180)  -0.222
C (1.044, -3.837, -0.616)  -0.232
C (1.143, 0.432, -1.968)  -0.194
C (-0.139, -1.722, -1.175)  -0.233
C (-1.494, -1.714, 2.779)  -0.362
C (-1.108, 0.700, 1.942)  -0.419
C (2.443, -3.190, -0.783)  -0.398
C (-0.539, -0.478, 2.569)  -0.421
C (2.394, -1.794, -1.534)  -0.383
C (1.146, -0.891, -1.173)  -0.194
H (-1.319, 6.361, -2.014)  0.497
H (1.241, 1.066, 1.158)  0.365
H (1.547, 2.547, 1.974)  0.382
H (0.347, 1.473, -0.338)  0.391
H (-1.792, 2.591, -0.840)  0.249
H (-0.492, 3.494, 0.016)  0.238
H (-2.127, -1.432, 0.722)  0.209
H (-2.960, -2.820, 1.362)  0.247
H (-0.324, 2.678, -2.879)  0.193
H (0.952, 3.275, -1.899)  0.178
H (-0.966, 2.674, 2.002)  0.178
H (-0.140, 1.992, 3.211)  0.170
H (0.721, -4.174, -1.589)  0.177
H (0.995, -4.854, -0.057)  0.263
H (2.232, 0.812, -2.046)  0.155
H (0.784, 0.265, -3.024)  0.190
H (-0.901, -0.994, -0.921)  0.219
H (-0.309, -2.039, -2.160)  0.186
H (-1.036, -2.355, 3.529)  0.224
H (-2.365, -1.229, 3.267)  0.197
H (-2.151, 0.953, 2.472)  0.203
H (-1.330, 0.662, 0.848)  0.217
H (3.208, -3.840, -1.370)  0.211
H (2.851, -3.137, 0.168)  0.197
H (0.224, -0.933, 1.919)  0.207
H (-0.194, -0.223, 3.587)  0.210
H (2.408, -2.101, -2.613)  0.191
H (3.213, -1.269, -1.330)  0.199
H (1.367, -0.692, -0.101)  0.176


4.
Entry from the Open Molecules 2025 dataset: C15H2Cl5F5N2NiO7 as an isolated structure (ωB97M-V/def2-TZVPD).

- charge = -2
- F_max (hartree/bohr) = 0.0064
- 2S+1 = 1
- energy (eV) = -150141.9718
- orbital gap (alpha / beta) (eV) = 7.3 / 7.3

Last column: natural (NBO) charge in e.
Geometry (Å):
Ni (0.928, 1.057, -0.038)  0.838
Cl (2.848, 0.205, 2.560)  -0.011
C (3.075, -0.650, 1.058)  0.024
C (2.296, -0.282, -0.027)  -0.277
C (2.460, -1.055, -1.175)  -0.062
Cl (1.456, -0.716, -2.554)  0.006
C (3.375, -2.098, -1.266)  -0.091
Cl (3.550, -3.018, -2.723)  0.005
C (4.165, -2.409, -0.161)  -0.100
Cl (5.323, -3.695, -0.247)  0.000
C (4.006, -1.685, 1.015)  -0.126
Cl (4.966, -2.084, 2.402)  0.002
O (-2.457, 3.207, 0.392)  -0.702
C (-1.706, 2.246, 0.229)  0.778
O (-0.467, 2.340, -0.064)  -0.785
C (-2.324, 0.857, 0.317)  -0.268
C (-3.692, 0.785, 0.322)  -0.107
C (-4.360, -0.441, 0.418)  -0.095
C (-3.647, -1.622, 0.522)  -0.127
C (-2.276, -1.568, 0.500)  -0.115
C (-1.528, -0.337, 0.426)  0.529
O (-0.271, -0.346, 0.524)  -0.720
N (-1.583, -2.852, 0.569)  0.535
O (-2.114, -3.746, 1.224)  -0.444
O (-0.543, -2.991, -0.036)  -0.355
N (-5.798, -0.489, 0.416)  0.534
O (-6.421, 0.560, 0.326)  -0.425
O (-6.351, -1.582, 0.505)  -0.446
H (-4.244, 1.712, 0.264)  0.265
H (-4.152, -2.571, 0.607)  0.255
F (3.144, 2.627, 0.486)  -0.387
C (2.258, 2.347, -0.553)  0.353
F (3.083, 1.912, -1.589)  -0.388
C (1.832, 3.749, -1.035)  0.904
F (2.910, 4.483, -1.437)  -0.356
F (1.019, 3.685, -2.097)  -0.325
F (1.239, 4.466, -0.079)  -0.316